Entry 1:
{"formula": "C17H39B2N2O13PS", "method": "the ωB97M-V functional and the def2-TZVPD basis", "lumo_energy_ha": -0.0577, "smiles": "CCOB(O)[C@@]1(CB(O)O)OS(=O)(=O)O[C@@]1(N)CCN(CC)C(C)=O.CCOP(=O)(OCC)OCC", "multiplicity": 1, "gap_ev": 7.6, "total_charge": 0, "symbols": ["C", "C", "O", "B", "O", "C", "C", "B", "O", "O", "O", "S", "O", "O", "O", "C", "N", "C", "C", "N", "C", "C", "C", "C", "O", "H", "H", "H", "H", "H", "H", "H", "H", "H", "H", "H", "H", "H", "H", "H", "H", "H", "H", "H", "H", "H", "H", "H", "H", "O", "P", "O", "C", "C", "O", "C", "C", "O", "C", "C", "H", "H", "H", "H", "H", "H", "H", "H", "H", "H", "H", "H", "H", "H", "H"], "coordinates": [[4.671, -2.189, -0.971], [5.410, -0.847, -1.479], [4.651, -0.119, -2.482], [5.126, 1.242, -2.516], [6.564, 1.407, -2.323], [4.117, 2.543, -2.709], [5.164, 3.757, -2.803], [4.513, 5.201, -3.151], [3.797, 5.545, -4.344], [4.712, 6.271, -2.177], [3.646, 2.451, -4.104], [2.008, 2.800, -4.262], [1.576, 3.833, -5.251], [1.452, 1.521, -4.818], [1.772, 3.128, -2.632], [2.851, 2.669, -1.746], [3.009, 3.645, -0.609], [2.298, 1.361, -0.984], [1.586, 0.287, -1.922], [0.182, 0.619, -2.299], [-0.294, -0.487, -3.200], [-1.583, 0.010, -4.053], [-0.696, 0.781, -1.138], [-1.468, -0.378, -0.374], [-0.869, 1.962, -0.725], [3.630, -2.324, -1.404], [4.653, -2.267, 0.176], [5.305, -3.073, -1.335], [6.397, -1.155, -1.982], [5.668, -0.249, -0.548], [6.916, 1.447, -3.240], [5.870, 3.503, -3.678], [5.779, 3.879, -1.847], [2.857, 5.725, -4.102], [3.993, 6.267, -1.515], [3.595, 3.142, 0.078], [2.095, 3.872, -0.202], [3.140, 0.800, -0.433], [1.621, 1.755, -0.144], [2.150, 0.069, -2.886], [1.575, -0.710, -1.339], [-0.510, -1.460, -2.643], [0.488, -0.756, -3.997], [-2.546, -0.037, -3.453], [-1.635, -0.567, -5.042], [-1.350, 1.103, -4.317], [-0.832, -1.285, -0.116], [-1.830, 0.079, 0.616], [-2.425, -0.678, -0.936], [-3.995, -2.405, 5.826], [-4.367, -2.055, 4.384], [-4.275, -3.615, 3.820], [-5.044, -4.645, 4.424], [-6.383, -4.806, 3.733], [-2.861, -1.557, 3.908], [-1.964, -0.987, 4.854], [-1.002, -2.038, 5.378], [-4.849, -1.643, 2.793], [-6.228, -1.549, 2.466], [-7.070, -0.902, 3.543], [-5.188, -4.465, 5.494], [-4.473, -5.572, 4.324], [-7.029, -3.949, 3.940], [-6.898, -5.704, 4.081], [-6.256, -4.871, 2.649], [-2.509, -0.500, 5.666], [-1.397, -0.204, 4.341], [-1.525, -2.934, 5.723], [-0.407, -1.644, 6.203], [-0.327, -2.363, 4.583], [-6.605, -2.540, 2.208], [-6.294, -0.947, 1.555], [-7.041, -1.475, 4.476], [-8.111, -0.828, 3.220], [-6.702, 0.104, 3.768]], "lowdin_charge": [-0.0707, -0.2294, 0.0077, -0.3921, 0.0728, -0.2247, -0.0105, -0.4874, 0.0924, 0.0592, -0.1697, 0.8293, -0.2526, -0.2857, -0.1473, -0.3824, 0.1056, -0.0635, -0.1664, -0.1151, -0.2403, -0.0813, -0.3897, -0.0136, 0.0301, 0.0724, 0.0821, 0.0774, 0.1314, 0.1238, 0.1266, 0.1402, 0.1357, 0.1069, 0.0888, 0.1071, 0.1014, 0.1315, 0.1249, 0.1195, 0.1282, 0.1133, 0.1195, 0.0637, 0.0807, 0.0832, 0.0844, 0.0933, 0.0918, -0.2370, 0.7053, -0.2240, -0.2989, -0.0837, -0.2290, -0.3031, -0.0774, -0.2011, -0.3020, -0.0900, 0.1042, 0.1187, 0.0600, 0.0787, 0.0804, 0.1028, 0.1131, 0.0725, 0.0762, 0.0742, 0.0965, 0.1226, 0.0654, 0.0867, 0.0865]}

Entry 2:
{"formula": "CH5PS2", "method": "the ωB97M-V functional and the def2-TZVPD basis", "lumo_energy_ha": [-0.0771, -0.0364], "multiplicity": 1, "gap_ev": [5.7, 8.5], "total_charge": 0, "symbols": ["C", "P", "S", "S", "H", "H", "H", "H", "H"], "coordinates": [[1.127, -0.650, 0.432], [-0.066, 0.549, 1.166], [0.073, 2.002, -0.254], [-3.389, -0.093, 0.094], [1.306, -1.460, 1.224], [2.006, -0.192, 0.330], [0.598, -0.990, -0.513], [-1.122, 2.559, 0.128], [-2.694, 0.588, -0.941]], "lowdin_charge": [-0.4540, 0.4252, 0.2790, 0.1486, 0.0568, -0.0496, 0.0529, -0.1729, -0.2859]}

Entry 3:
{"formula": "C3H14NO4", "method": "the ωB97M-V functional and the def2-TZVPD basis", "lumo_energy_ha": -0.1167, "multiplicity": 1, "gap_ev": 11.1, "total_charge": 1, "symbols": ["O", "C", "C", "C", "N", "H", "H", "H", "H", "H", "H", "H", "H", "H", "H", "O", "H", "H", "O", "H", "H", "O"], "coordinates": [[1.355, 1.338, -1.857], [1.547, 1.626, -0.686], [1.097, 0.735, 0.429], [-0.232, 1.239, 1.041], [0.644, -0.615, -0.139], [1.624, 2.630, -0.271], [1.871, 0.489, 1.186], [-1.026, 1.637, 0.134], [-0.078, 2.184, 1.640], [-0.742, 0.473, 1.748], [1.125, -0.884, -0.990], [-0.302, -0.683, -0.364], [0.912, -1.412, 0.599], [-3.933, 2.656, 0.264], [-3.934, 1.709, -0.877], [-3.304, 2.133, -0.232], [1.341, -2.792, -2.488], [0.530, -1.647, -3.130], [0.698, -2.121, -2.228], [0.420, -2.349, 2.687], [-0.118, -3.517, 1.691], [0.506, -2.829, 1.844]], "lowdin_charge": [0.0915, -0.1842, -0.2910, -0.0602, 0.1601, 0.1399, 0.1644, 0.1497, 0.0952, 0.1127, 0.0848, 0.1152, 0.1720, 0.0352, 0.0736, -0.0796, 0.0672, 0.1350, -0.0750, 0.0768, 0.0501, -0.0334]}

For the records above, the corresponding strongest force on any atom values read 9.37, 5.06, 5.14 eV/A.
For the records above, the corresponding ΔE to the lowest compared entry with this formula, charge and spin values read 116.6, 72.2, 42.5 kcal/mol.